# C17H11N3OS

A molecular structure, C17H11N3OS (ωB97M-V with the def2-TZVPD basis set, OMol25).

## Properties
**E_tot**: -1292.0959 Eh
**HOMO energy**: -7.6 eV
**Maximum force**: 0.0704 Eh/bohr
**ΔE to the lowest compared entry with this formula, charge and spin**: 0.000 eV
**LUMO**: -1.15 eV
**HOMO-LUMO gap**: 6.50 eV

The geometry in ORCA input format:
```
! RIJCOSX wB97M-V def2-TZVPD def2/J DEFGRID3
* xyz 0 1
S -2.41986 -1.84335 -5.22176
O -0.35107 0.74208 2.76144
N -1.49200 -0.30860 -1.05418
N -1.92070 -1.06725 -3.78938
N -3.05399 -3.17459 -4.45365
C -3.41925 -3.85388 -2.18110
C -2.32872 -1.80559 -2.77351
C 2.03251 1.96875 -0.30791
C 4.32477 2.80068 2.58704
C 2.51351 2.13442 1.05310
C -2.94892 -2.97597 -3.16215
C 3.55719 2.37407 3.64819
C 0.41844 1.13515 1.86822
C -3.28263 -3.51213 -0.82453
C 0.83750 1.39871 -0.60464
C 1.74542 1.68313 2.15031
C 3.79860 2.64645 1.29114
C -2.68031 -2.30402 -0.43950
C 0.00042 0.87967 0.46489
C -1.11278 0.11304 0.23432
C -2.15381 -1.47571 -1.39672
C 2.28868 1.78829 3.43892
H 0.50604 1.35389 -1.66054
H -1.70360 -0.26280 1.05911
H 5.29678 3.25439 2.74064
H 1.76690 1.39061 4.28614
H -3.72567 -4.19855 -0.08875
H -1.05959 0.19459 -1.83738
H -3.86113 -4.78437 -2.45806
H 3.96186 2.52655 4.66158
H 2.71903 2.33185 -1.06196
H 4.38334 2.93397 0.42397
H -2.63695 -2.08347 0.64669
*
```